C18H19CoF6N4O5S2 | ωB97M-V with the def2-TZVPD basis set

Last column: natural (NBO) charge in e.
Cartesian coordinates (Å):
Co1 0.70517 -0.69819 -0.05685  1.49
O1 4.07248 -2.65231 -1.08031  -0.64
C1 3.15205 -1.87614 -0.85744  0.62
N1 1.98682 -2.11716 -0.26112  -0.78
C2 1.59039 -3.45777 0.04209  -0.27
C3 0.07951 -3.50450 0.04796  0.26
C4 -0.61219 -4.66830 0.36124  -0.24
C5 -1.98816 -4.68594 0.26421  -0.13
C6 -2.65318 -3.53595 -0.14269  -0.26
C7 -1.90660 -2.40686 -0.39683  0.07
N2 -0.57103 -2.38340 -0.29970  -0.57
C8 3.23234 -0.44479 -1.36888  0.14
C9 4.44509 0.05713 -1.80503  -0.21
C10 4.48845 1.33518 -2.33213  -0.14
C11 3.30936 2.05463 -2.43650  -0.24
C12 2.13814 1.47844 -1.97943  0.05
N3 2.09004 0.26002 -1.43777  -0.53
H1 1.97288 -3.81974 1.00342  0.22
H2 1.96035 -4.15780 -0.71741  0.23
H3 -0.05834 -5.54732 0.66298  0.23
H4 -2.54140 -5.58479 0.50196  0.23
H5 -3.72894 -3.50408 -0.23236  0.23
H6 -2.37596 -1.47374 -0.67940  0.21
H7 5.31610 -0.57642 -1.72445  0.25
H8 5.42498 1.76266 -2.66507  0.22
H9 3.28665 3.04877 -2.85896  0.23
H10 1.20108 2.01049 -2.05874  0.20
F1 0.80804 2.13357 4.67435  -0.31
C13 1.45914 1.24867 3.92409  0.72
F2 2.73641 1.22573 4.28818  -0.30
F3 0.92813 0.04314 4.14327  -0.31
S1 1.32770 1.70802 2.12968  2.24
O2 1.52339 0.39499 1.49152  -1.05
O3 2.34286 2.68575 1.92133  -0.90
N4 -0.10252 2.27291 1.89817  -1.19
S2 -1.31617 1.18256 1.91314  1.67
O4 -2.54630 1.94278 1.97310  -0.93
O5 -1.16003 0.61308 0.31019  -0.82
C14 -2.68107 -1.07604 2.64059  0.96
F4 -3.68784 -1.44523 1.86179  -0.33
F5 -3.12373 -0.69284 3.81755  -0.31
F6 -1.80322 -2.06131 2.76813  -0.33
C15 -2.72205 2.44620 -2.51718  -0.60
C16 -2.45419 2.36278 -1.01229  -0.26
C17 -2.36812 3.77032 -0.42988  -0.61
C18 -1.16979 1.55982 -0.79805  -0.08
H11 -3.62966 3.01613 -2.71561  0.22
H12 -2.83929 1.45747 -2.96482  0.20
H13 -1.90076 2.95523 -3.02959  0.20
H14 -3.27490 1.81614 -0.54237  0.22
H15 -1.60111 4.34435 -0.95789  0.19
H16 -2.12657 3.76615 0.62890  0.25
H17 -3.31763 4.29121 -0.55967  0.21
H18 -0.30844 2.22238 -0.68989  0.20
H19 -1.00838 0.90393 -1.65954  0.19

## Properties
Energy = -4070.842254 a.u.
Highest occupied orbital energy (spin up / spin down) = -9.097 / -9.258 eV
⟨S²⟩ = 6.0109
Largest force on an atom = 0.34 eV Å⁻¹
Energy above the lowest of the compared OMol25 structures with the same formula, charge and spin = 33.0 kJ/mol
Lowest unoccupied orbital energy (spin up / spin down) = 0.001 / -0.026 Eh
2S+1 = 5

***

C18H19FN2O2 | ωB97M-V with the def2-TZVPD basis set

Last column: natural (NBO) charge in e.
Cartesian coordinates (Å):
C1 1.79649 2.26329 -2.85190  -0.61
C2 0.44938 2.68554 -2.27970  -0.43
C3 0.61924 3.46309 -0.97127  -0.06
O1 1.05362 2.64792 0.09856  -0.49
C4 0.15977 1.87492 0.76564  0.30
C5 0.68757 1.11298 1.81079  -0.25
C6 -0.12594 0.29952 2.56986  -0.20
C7 -1.49345 0.21799 2.31652  -0.07
C8 -2.38000 -0.72118 3.08139  -0.52
C9 -2.76592 -1.96909 2.27963  0.68
O2 -3.76760 -2.60445 2.47687  -0.57
N1 -1.81490 -2.28207 1.34473  -0.49
N2 -1.95636 -3.27495 0.45257  -0.18
C10 -1.08181 -3.45036 -0.45123  0.03
C11 0.15953 -2.68613 -0.66469  -0.14
C12 1.03618 -2.40787 0.38546  -0.19
C13 2.18048 -1.66194 0.17326  -0.30
C14 2.44098 -1.19218 -1.10020  0.47
F1 3.55380 -0.46233 -1.31334  -0.33
C15 1.60040 -1.46362 -2.16590  -0.30
C16 0.46454 -2.21644 -1.94197  -0.16
C17 -2.01361 0.98296 1.28044  -0.20
C18 -1.20680 1.80012 0.50918  -0.25
H1 2.38494 3.13687 -3.12303  0.20
H2 2.35507 1.69194 -2.11612  0.22
H3 1.65859 1.65306 -3.74113  0.21
H4 -0.16249 1.79959 -2.09474  0.21
H5 -0.07760 3.32048 -2.99457  0.21
H6 -0.30635 3.98679 -0.70285  0.18
H7 1.41242 4.20711 -1.08790  0.19
H8 1.74505 1.18500 2.00910  0.23
H9 0.30482 -0.27976 3.37439  0.21
H10 -1.88175 -1.06544 3.99110  0.24
H11 -3.31059 -0.23432 3.37781  0.25
H12 -1.02755 -1.63805 1.24866  0.40
H13 -1.31503 -4.23115 -1.16211  0.20
H14 0.84842 -2.81723 1.36769  0.23
H15 2.86695 -1.44794 0.97650  0.23
H16 1.84456 -1.09261 -3.14853  0.23
H17 -0.20468 -2.43628 -2.76038  0.22
H18 -3.07147 0.93400 1.06668  0.22
H19 -1.65894 2.37223 -0.28526  0.21

## Properties
Energy = -1057.143919 a.u.
Highest occupied orbital energy = -8.538 eV
Structure (SMILES) = CCCOc1ccc(CC(=O)N/N=C\c2ccc(F)cc2)cc1
Largest force on an atom = 1.17 eV Å⁻¹
Energy above the lowest of the compared OMol25 structures with the same formula, charge and spin = 243.0 kJ/mol
Lowest unoccupied orbital energy = 0.020 Eh

***

C18H19N3O2S | ωB97M-V with the def2-TZVPD basis set

Last column: natural (NBO) charge in e.
Cartesian coordinates (Å):
C1 2.02469 2.23815 -5.81772  -0.25
O1 2.29132 0.88050 -5.27504  -0.46
C2 1.61611 0.45081 -4.34240  0.38
C3 0.40246 1.16862 -3.79530  -0.28
C4 -0.00505 0.43954 -2.75402  -0.15
C5 0.54844 -0.75634 -2.30257  0.18
O2 -0.40125 -1.55315 -1.39371  -0.51
C6 -0.02112 -2.44572 -0.64803  0.02
C7 1.36078 -2.46391 0.29946  -0.38
S1 1.17146 -0.66640 1.26020  0.15
C8 -0.21233 -1.15834 2.08456  0.14
N1 -0.83014 -2.52542 2.44519  -0.25
N2 -1.75017 -2.30032 3.09658  -0.18
C9 -2.17104 -0.99602 3.16293  0.13
C10 -3.28273 -0.28035 3.92248  -0.69
N3 -0.92606 -0.33991 2.56792  -0.37
C11 -0.95883 1.02563 2.47228  0.10
C12 -0.73099 1.62905 1.18153  -0.24
C13 -1.03355 2.84444 0.91719  -0.16
C14 -0.88035 3.84714 2.18508  -0.22
C15 -0.96890 3.52402 3.39175  -0.18
C16 -1.06716 1.80680 3.58785  -0.14
C17 1.36191 -1.51231 -2.97552  -0.18
C18 2.03350 -0.85824 -4.03126  -0.32
H1 2.59726 2.48213 -6.55986  0.20
H2 1.22549 2.15104 -6.33406  0.18
H3 2.08996 3.04955 -5.20070  0.19
H4 0.30429 2.05488 -3.93457  0.18
H5 -0.78170 0.67454 -2.31009  0.20
H6 0.57309 -3.41355 -1.24588  0.06
H7 -0.70309 -2.98127 -0.00359  0.22
H8 2.12325 -2.22611 -0.37201  0.19
H9 1.58841 -3.15643 0.95073  0.20
H10 -4.05097 -1.07200 3.95106  0.25
H11 -2.95693 -0.35246 5.03343  0.23
H12 -3.76775 0.47651 3.40822  0.24
H13 -0.90089 0.96328 0.35822  0.23
H14 -0.84704 3.46151 -0.06241  0.22
H15 -0.81071 4.82629 1.97063  0.19
H16 -0.90885 4.03553 4.30413  0.22
H17 -0.97399 1.59590 4.52326  0.19
H18 1.88676 -2.64846 -2.65687  0.24
H19 2.92095 -1.23070 -4.40610  0.22

## Properties
Energy = -1409.650213 a.u.
Highest occupied orbital energy = -7.007 eV
Structure (SMILES) = COc1ccc(OCCSc2nnc(C)n2-c2ccccc2)cc1
Largest force on an atom = 14.07 eV Å⁻¹
Energy above the lowest of the compared OMol25 structures with the same formula, charge and spin = 1765.2 kJ/mol
Lowest unoccupied orbital energy = 0.016 Eh

***

C18H19N3O4 | ωB97M-V with the def2-TZVPD basis set

Last column: natural (NBO) charge in e.
Cartesian coordinates (Å):
C1 -7.68654 -2.26158 -0.00798  -0.25
O1 -7.37427 -0.89032 -0.00185  -0.49
C2 -6.06111 -0.52326 -0.00097  0.27
C3 -4.98339 -1.40286 -0.00585  -0.23
C4 -3.69130 -0.91295 -0.00444  -0.25
C5 -3.44354 0.45513 0.00185  0.27
O2 -2.11990 0.82462 0.00278  -0.52
C6 -1.80556 2.19682 0.00591  -0.15
C7 -0.28703 2.41574 0.00292  0.66
O3 0.16668 3.53889 0.00070  -0.61
N1 0.41347 1.26200 0.00364  -0.60
C8 1.79848 1.06052 0.00138  0.15
C9 2.70224 2.12266 -0.00408  -0.26
C10 4.07041 1.90060 -0.00647  -0.22
C11 4.51783 0.59444 -0.00320  0.11
C12 3.60726 -0.47919 0.00246  0.22
C13 2.24537 -0.26306 0.00473  -0.30
N2 4.34831 -1.63814 0.00469  -0.42
C14 3.84990 -2.98434 0.01084  -0.41
C15 5.69489 -1.32602 0.00064  0.77
O4 6.61602 -2.11265 0.00127  -0.65
N3 5.78353 0.04942 -0.00428  -0.40
C16 7.02894 0.76381 -0.00942  -0.41
C17 -4.51817 1.33648 0.00680  -0.27
C18 -5.80921 0.84672 0.00537  -0.23
H1 -7.30111 -2.75865 -0.90428  0.17
H2 -8.77402 -2.31561 -0.00745  0.20
H3 -7.29981 -2.76692 0.88313  0.17
H4 -5.13317 -2.47060 -0.01087  0.21
H5 -2.85371 -1.59295 -0.00831  0.22
H6 -2.21189 2.70166 -0.88113  0.20
H7 -2.20761 2.69653 0.89786  0.20
H8 -0.15076 0.42057 0.00570  0.42
H9 2.32093 3.12912 -0.00644  0.26
H10 4.75903 2.72981 -0.01078  0.22
H11 1.54471 -1.08399 0.00897  0.21
H12 3.24856 -3.16898 0.90366  0.20
H13 3.24449 -3.17565 -0.87780  0.20
H14 4.71418 -3.64763 0.01135  0.25
H15 7.82709 0.02233 -0.00872  0.25
H16 7.11090 1.38767 -0.90190  0.20
H17 7.11485 1.39361 0.87851  0.20
H18 -4.36657 2.40378 0.01186  0.22
H19 -6.64941 1.52240 0.00917  0.23

## Properties
Energy = -1162.590564 a.u.
Highest occupied orbital energy = -7.693 eV
Structure (SMILES) = COc1ccc(OCC(=O)Nc2ccc3c(c2)n(C)c(=O)n3C)cc1
Largest force on an atom = 0.57 eV Å⁻¹
Energy above the lowest of the compared OMol25 structures with the same formula, charge and spin = 183.5 kJ/mol
Lowest unoccupied orbital energy = 0.020 Eh